No. 1
Computed, not measured: a structure of composition C28H22Cl2CrN15O5 at a distorted geometry, with ωB97M-V/def2-TZVPD.

## Properties
- 2S+1: 2
- Charge: -2
- Largest force on an atom: 0.033 Eh/bohr
- ⟨S²⟩: 0.76
- Kohn-Sham gap (alpha / beta): 6.78 / 6.82 eV
- ΔE to the lowest compared entry with this formula, charge and spin: 0.00 kcal per mole

XYZ file:
```
73
Properties=species:S:1:pos:R:3:forces:R:3:lowdin_charge:R:1
Cr 0.34287 -1.08660 1.02182 1.59 -0.54 -0.36 0.81
Cl 4.22722 -6.61433 -0.18052 -0.02 -0.13 -0.04 0.60
C 3.71679 -4.99822 0.21902 0.04 0.12 0.04 -0.70
C 2.37133 -4.67773 0.12787 -0.06 0.00 0.02 -0.03
C 1.93548 -3.39486 0.44668 0.45 0.00 -0.02 -0.19
N 0.63610 -2.93367 0.41286 -0.25 -0.05 -0.07 0.01
C -0.42104 -3.65479 0.00718 0.32 0.04 -0.05 -0.44
O -0.45230 -4.76265 -0.52758 -0.12 0.00 0.05 0.03
C -1.69079 -2.92343 0.33560 -0.15 -0.01 0.11 -0.15
C -2.92768 -3.51560 0.13868 -0.06 -0.07 -0.09 0.01
C -4.06242 -2.86817 0.59032 0.18 0.19 0.03 -0.06
C -3.91423 -1.64902 1.24006 -0.11 -0.22 -0.01 -0.04
C -2.65103 -1.10921 1.36907 -0.03 0.33 -0.09 -0.09
N -1.55834 -1.71960 0.91064 -0.87 -0.30 -0.34 0.02
C 2.87176 -2.41811 0.87200 0.31 -0.23 0.02 -0.19
C 4.22372 -2.76197 0.94411 -0.17 -0.05 -0.03 -0.04
C 4.63783 -4.04144 0.61694 -0.19 0.00 -0.02 -0.70
Cl 6.33151 -4.42179 0.71999 0.18 0.00 0.01 0.61
N 2.38322 -1.13876 1.07080 -0.64 0.44 -0.10 0.02
C 3.18336 -0.18216 1.63473 0.05 -0.24 -0.04 -0.44
O 4.00607 -0.36796 2.52332 -0.03 0.06 -0.03 0.06
C 3.09095 1.20314 1.04422 0.10 0.17 -0.12 -0.22
C 3.39120 2.30332 1.84159 -0.14 -0.07 0.10 -0.02
C 3.43851 3.55582 1.26019 -0.01 -0.09 0.00 -0.08
C 3.19874 3.66068 -0.10034 -0.04 0.05 0.00 -0.08
C 2.92090 2.50353 -0.81063 0.07 0.06 -0.09 -0.16
N 2.87855 1.29556 -0.26638 -0.02 -0.11 0.08 0.14
H 1.65556 -5.42082 -0.18433 0.00 0.02 -0.03 0.09
H -2.95636 -4.47553 -0.35722 0.04 -0.02 0.03 0.11
H -5.04599 -3.29588 0.44300 0.00 -0.04 0.02 0.10
H -4.77008 -1.11632 1.62825 0.03 0.08 -0.01 0.10
H -2.51051 -0.13835 1.82354 0.10 0.03 -0.05 0.12
H 4.94703 -2.02480 1.25350 0.04 -0.06 0.05 0.10
H 3.56173 2.14656 2.89766 0.05 0.03 -0.01 0.11
H 3.66055 4.43394 1.85360 -0.05 0.00 0.02 0.10
H 3.21798 4.62088 -0.59962 -0.02 -0.01 -0.03 0.09
H 2.74223 2.54618 -1.88159 -0.03 0.05 0.01 0.10
N -0.30716 0.35100 4.08746 0.03 0.04 0.12 0.15
C -0.18095 -1.00792 4.02404 0.18 -0.49 -0.07 -0.46
N -0.43734 -1.81694 5.03639 -0.11 0.30 0.08 0.01
N -0.22477 -3.05082 4.53834 0.17 -0.06 -0.08 -0.10
N 0.13851 -2.99242 3.31102 -0.08 -0.28 -0.09 -0.04
N 0.19294 -1.69194 2.93217 -0.31 0.44 0.41 -0.06
C -0.11860 1.18994 3.02169 0.05 0.18 -0.47 -0.46
N -0.17002 2.50753 3.12314 -0.02 -0.18 0.34 0.02
N 0.01613 2.93879 1.86653 -0.01 0.05 -0.29 -0.07
N 0.17194 1.94935 1.06411 0.10 0.24 -0.38 -0.04
N 0.09696 0.79311 1.75728 -0.11 0.46 0.85 -0.04
H -0.43019 0.77079 4.99073 -0.03 -0.02 0.00 0.13
C -0.79007 4.25531 -1.80659 -0.11 -0.01 -0.10 -0.08
C -2.06654 3.82005 -2.52219 0.20 0.00 0.02 -0.18
C -2.16028 2.29633 -2.75191 -0.40 0.23 0.06 -0.31
C -3.31428 2.01127 -3.73300 0.06 -0.24 -0.05 -0.19
C -3.56625 0.51739 -3.93808 0.04 0.19 0.02 -0.08
C -0.86474 1.82704 -3.37609 -0.05 -0.20 0.04 -0.45
O -0.47033 2.21739 -4.46297 -0.01 0.08 0.00 0.06
N -0.15535 0.92863 -2.64504 0.35 -0.07 0.14 0.23
C -0.54247 0.37003 -1.41123 -0.27 0.03 -0.56 -0.49
O 0.29424 -0.44900 -0.94999 -0.64 0.27 0.63 -0.06
N -1.71858 0.64785 -0.89409 0.10 -0.22 0.50 0.19
C -2.52503 1.59497 -1.41882 0.18 -0.02 -0.11 -0.46
O -3.59213 1.89839 -0.89667 0.07 0.06 -0.13 0.04
H -0.80477 5.33369 -1.63730 0.04 -0.01 0.04 0.07
H 0.08906 4.02051 -2.41053 0.03 0.04 0.03 0.07
H -0.68305 3.75960 -0.84459 0.05 -0.06 0.17 0.06
H -2.12633 4.31615 -3.49577 -0.03 -0.05 0.00 0.11
H -2.93870 4.10814 -1.93288 -0.05 -0.06 -0.06 0.11
H -3.07184 2.47892 -4.69015 0.00 0.06 0.04 0.11
H -4.21202 2.47538 -3.32199 0.05 0.07 0.00 0.11
H -2.67824 0.02550 -4.34072 -0.02 -0.05 -0.04 0.08
H -4.39196 0.36578 -4.63575 0.02 -0.07 -0.01 0.07
H -3.81928 0.04076 -2.99031 -0.03 -0.06 -0.02 0.07
H 0.75111 0.64160 -2.98530 0.01 0.01 -0.03 0.16
```
Forces are in eV/Å.

No. 2
Computed, not measured: a structure of composition C39H45NO3PdSeSi, with ωB97M-V/def2-TZVPD.

## Properties
- Charge: -2
- Largest force on an atom: 0.011 Eh/bohr
- Kohn-Sham gap: 5.69 eV
- ΔE to the lowest compared entry with this formula, charge and spin: 0.00 kcal per mole

XYZ file:
```
91
Properties=species:S:1:pos:R:3:forces:R:3:lowdin_charge:R:1
Pd -0.56974 0.24281 -0.83826 -0.24 -0.12 -0.44 0.63
C -1.83367 -2.68263 -8.06971 -0.01 -0.01 -0.02 -0.08
C -1.18105 -2.14090 -6.82461 0.02 0.01 0.03 -0.30
C -0.68995 -0.84533 -6.76927 -0.02 -0.01 0.00 -0.05
C -0.08442 -0.33204 -5.62360 -0.01 0.03 0.01 -0.31
C 0.41394 1.08584 -5.63137 0.02 0.01 0.02 -0.11
C 0.05006 -1.13699 -4.47933 -0.06 0.06 0.04 -0.54
Se 0.97054 -0.44999 -2.94819 0.13 -0.06 0.22 0.69
C -0.45540 -2.45006 -4.52243 0.04 -0.01 0.03 -0.30
C -0.34535 -3.34887 -3.32631 0.01 -0.02 0.03 -0.10
C -1.05281 -2.92508 -5.68377 -0.03 0.00 0.00 -0.04
H -1.88885 -1.91638 -8.84534 0.00 0.00 0.00 0.06
H -2.85163 -3.02954 -7.87192 0.00 0.00 0.01 0.07
H -1.27817 -3.53098 -8.48058 0.00 0.00 0.00 0.07
H -0.78445 -0.20169 -7.64070 0.00 -0.01 -0.01 0.10
H 0.14925 1.58653 -6.56645 0.00 -0.01 -0.01 0.06
H 1.49744 1.12859 -5.49647 0.00 -0.01 0.00 0.07
H -0.00084 1.64509 -4.78969 -0.01 0.00 -0.01 0.05
H -0.82578 -2.89944 -2.45732 -0.02 0.00 -0.02 0.04
H 0.70317 -3.49787 -3.05586 0.00 0.01 0.00 0.06
H -0.80890 -4.31844 -3.52549 0.01 0.00 -0.01 0.06
H -1.43606 -3.94302 -5.69071 0.00 0.00 -0.01 0.10
C -0.42659 -1.74918 1.07873 -0.02 0.07 -0.02 -0.08
C -1.26926 -1.37912 -0.15204 0.06 -0.56 -0.11 -0.57
O -2.11343 -2.14016 -0.56019 0.02 0.22 0.07 -0.03
H -0.66592 -2.77138 1.38111 0.00 0.00 0.01 0.06
H -0.63329 -1.04039 1.88334 -0.01 -0.01 -0.01 0.05
H 0.63655 -1.66392 0.84440 -0.01 0.00 -0.03 0.07
C 1.45272 1.15878 2.98287 0.01 -0.06 0.02 -0.19
O 0.25858 1.38666 2.27992 -0.05 -0.05 0.12 -0.17
H 1.19912 0.79907 3.98522 0.02 0.00 0.01 0.07
H 2.05794 2.06959 3.08873 -0.01 -0.03 0.00 0.06
H 2.07647 0.40030 2.49458 0.00 -0.01 0.01 0.07
H 0.47298 1.31402 1.32284 0.11 0.23 -0.05 0.00
O 1.37758 1.43759 -0.23199 -0.19 0.15 0.07 -0.43
Si 2.85717 1.88470 -0.52207 0.19 0.09 -0.03 0.39
C 3.39199 3.29967 0.65000 -0.13 0.00 0.00 -0.20
C 4.70934 3.71480 0.85126 0.04 0.00 -0.06 -0.11
C 5.01594 4.81567 1.64105 0.02 0.00 0.01 -0.11
C 3.99840 5.53794 2.25031 -0.02 0.00 0.01 -0.12
C 2.67910 5.14616 2.06508 0.01 -0.01 0.01 -0.10
C 2.38538 4.04058 1.27676 0.00 -0.03 0.02 -0.10
C 3.14390 2.65737 -2.23081 -0.01 -0.04 0.04 -0.21
C 2.06783 3.19598 -2.93921 0.00 -0.02 -0.03 -0.09
C 2.25872 3.86556 -4.13999 -0.02 -0.01 -0.01 -0.10
C 3.53560 3.99934 -4.66915 -0.01 0.00 -0.01 -0.12
C 4.61864 3.46150 -3.98718 0.01 0.00 0.00 -0.11
C 4.41833 2.80358 -2.77995 0.02 0.00 0.01 -0.10
C 4.16205 0.52086 -0.31670 0.03 0.04 -0.02 -0.21
C 4.41311 -0.37816 -1.35828 -0.03 0.00 0.01 -0.10
C 5.32887 -1.41172 -1.21300 -0.01 -0.01 -0.02 -0.10
C 6.01836 -1.57213 -0.01819 0.01 0.00 0.00 -0.12
C 5.77767 -0.69821 1.03281 0.00 0.00 0.01 -0.11
C 4.85892 0.33329 0.87874 -0.01 -0.02 0.03 -0.11
H 5.51953 3.16789 0.37823 0.00 0.00 0.00 0.10
H 6.05017 5.11198 1.78035 0.00 0.00 0.00 0.09
H 4.23303 6.39778 2.86824 0.00 0.00 0.00 0.08
H 1.87533 5.69680 2.54091 0.00 0.01 0.00 0.09
H 1.35471 3.72288 1.15675 0.00 0.00 0.00 0.09
H 1.06098 3.07628 -2.55833 0.01 0.00 0.00 0.07
H 1.40110 4.26458 -4.66962 0.00 0.00 0.00 0.10
H 3.68404 4.50939 -5.61474 0.00 0.00 0.00 0.09
H 5.61874 3.54996 -4.39819 0.00 0.00 0.00 0.09
H 5.27536 2.38370 -2.26095 0.00 0.00 0.00 0.09
H 3.85957 -0.28329 -2.28729 0.02 0.00 0.00 0.05
H 5.49288 -2.10078 -2.03360 0.01 0.00 0.00 0.09
H 6.73342 -2.37971 0.09542 -0.01 0.00 0.00 0.09
H 6.30154 -0.82141 1.97466 0.00 0.00 0.00 0.09
H 4.67602 1.00330 1.71291 0.01 0.02 -0.01 0.09
C -0.77985 3.97550 -0.79023 0.03 0.01 0.03 -0.12
N -1.49010 3.94184 -2.05803 0.03 -0.01 -0.01 -0.25
C -2.46201 5.00897 -2.11394 -0.01 0.02 -0.02 -0.14
C -2.04094 2.61434 -2.37167 -0.03 0.00 -0.02 -0.18
C -2.92565 2.00276 -1.30186 -0.03 -0.06 0.01 -0.24
C -4.24074 2.46081 -1.19966 0.02 0.01 -0.01 -0.09
C -5.08817 2.01607 -0.19686 -0.02 0.02 0.00 -0.13
C -4.60496 1.08566 0.71207 -0.01 0.00 0.01 -0.13
C -3.31345 0.59439 0.58336 0.02 0.02 0.04 -0.13
C -2.43176 1.01360 -0.42302 0.11 0.15 0.02 -0.15
H -0.19356 4.89832 -0.73331 -0.01 0.00 0.01 0.08
H -0.09464 3.13022 -0.70639 -0.01 0.00 0.00 0.04
H -1.45743 3.93660 0.07821 0.00 -0.01 -0.01 0.09
H -1.94166 5.97021 -2.06078 0.00 0.00 0.00 0.07
H -3.19512 4.97996 -1.28998 0.01 0.00 0.00 0.07
H -3.01091 4.96831 -3.05851 0.01 0.00 0.00 0.08
H -1.20273 1.94213 -2.58094 0.01 0.02 0.02 0.07
H -2.59876 2.71914 -3.30867 -0.01 -0.01 0.01 0.12
H -4.60755 3.17541 -1.93160 -0.01 0.00 0.00 0.09
H -6.10647 2.38454 -0.13033 0.00 0.00 0.00 0.08
H -5.24242 0.72457 1.51354 0.00 0.00 0.00 0.08
H -2.98790 -0.15502 1.29625 0.00 0.01 0.02 0.08
```
Forces are in eV/Å.